{
  "formula": "C2H3ClN2",
  "method": "ωB97M-V/def2-TZVPD",
  "symbols": ["C", "C", "N", "N", "Cl", "H", "H", "H"],
  "coordinates": [[0.79, 1.30, -0.04], [0.86, -0.17, 0.05], [0.57, 2.41, 0.04], [-1.72, -1.38, -0.02], [-3.08, -0.69, -0.26], [1.48, -0.41, 0.99], [1.30, -0.54, -0.86], [-0.19, -0.52, 0.10]],
  "total_energy_ha": -647.544246,
  "e_above_lowest_kj_mol": 466.25,
  "molar_mass_g_mol": 90.51,
  "homo_energy_ev": [-10.05, -10.18]
}

{
  "formula": "C5H8O",
  "method": "ωB97M-V/def2-TZVPD",
  "symbols": ["C", "C", "C", "O", "C", "C", "H", "H", "H", "H", "H", "H", "H", "H"],
  "coordinates": [[-0.76, -0.74, -1.30], [-1.47, -0.11, -0.36], [-0.63, 0.29, 0.79], [0.28, -0.62, 1.42], [0.77, 0.03, 0.27], [0.70, -0.87, -0.95], [-1.19, -1.17, -2.19], [-2.48, 0.25, -0.46], [-1.05, 0.98, 1.53], [1.43, 0.87, 0.24], [1.39, -0.59, -1.75], [0.95, -1.91, -0.68], [1.37, 1.77, 1.77], [0.67, 1.99, 1.72]],
  "total_energy_ha": -270.420451,
  "e_above_lowest_kj_mol": 360.85,
  "molar_mass_g_mol": 84.12,
  "homo_energy_ev": -8.97
}

{
  "formula": "C7H10O3Si",
  "method": "ωB97M-V/def2-TZVPD",
  "symbols": ["C", "C", "C", "C", "C", "C", "C", "O", "O", "O", "Si", "H", "H", "H", "H", "H", "H", "H", "H", "H", "H"],
  "coordinates": [[-3.14, 0.45, 0.51], [-2.63, -0.70, -0.06], [-2.28, 1.45, 0.93], [-1.26, -0.86, -0.21], [-0.91, 1.30, 0.77], [-0.38, 0.15, 0.18], [2.51, -1.03, 1.19], [2.30, 1.52, -1.94], [1.86, -0.99, -2.22], [2.34, 1.27, -0.55], [1.49, 0.01, 0.01], [-4.21, 0.57, 0.62], [-3.29, -1.49, -0.38], [-2.67, 2.35, 1.38], [-0.87, -1.76, -0.65], [-0.25, 2.09, 1.09], [1.89, -1.63, 1.85], [3.15, -1.70, 0.62], [3.15, -0.40, 1.80], [2.21, 0.55, -2.31], [1.00, -1.15, -2.61]],
  "total_energy_ha": -787.862261,
  "e_above_lowest_kj_mol": 482.40,
  "molar_mass_g_mol": 170.24,
  "homo_energy_ev": -9.66
}

{
  "formula": "C16H15O7Pd",
  "method": "ωB97M-V/def2-TZVPD",
  "symbols": ["Pd", "O", "C", "O", "C", "C", "C", "C", "C", "O", "C", "C", "O", "O", "H", "H", "H", "H", "H", "H", "H", "H", "C", "C", "O", "C", "C", "C", "C", "C", "C", "O", "H", "H", "H", "H", "H", "H", "H"],
  "coordinates": [[0.08, -1.15, -1.47], [4.12, -1.13, -1.99], [2.98, -1.10, -1.54], [1.94, -1.10, -2.26], [2.81, -1.21, 0.00], [2.11, -0.05, 0.64], [2.47, -0.03, 2.08], [1.55, -1.09, 2.70], [0.97, -1.71, 1.44], [0.73, -0.53, 0.65], [2.03, -2.44, 0.59], [1.37, -3.50, -0.32], [1.92, -4.55, -0.45], [0.23, -3.15, -0.88], [3.88, -1.25, 0.31], [2.18, 0.85, 0.05], [2.39, 0.98, 2.51], [3.57, -0.29, 2.14], [0.75, -0.70, 3.33], [2.03, -1.85, 3.28], [0.06, -2.28, 1.49], [2.73, -3.02, 1.10], [-0.80, 3.22, -2.22], [-1.04, 1.78, -1.82], [-0.17, 1.00, -2.15], [-2.18, 1.44, -1.00], [-2.99, 2.54, -0.63], [-4.09, 2.34, 0.19], [-4.50, 1.08, 0.62], [-3.71, 0.02, 0.34], [-2.54, 0.16, -0.46], [-1.86, -0.90, -0.68], [0.17, 3.31, -2.77], [-0.88, 3.98, -1.38], [-1.58, 3.55, -2.91], [-2.78, 3.50, -1.04], [-4.61, 3.22, 0.58], [-5.42, 1.06, 1.17], [-3.92, -0.96, 0.76]],
  "total_energy_ha": -1273.313667,
  "s2": 2.00,
  "molar_mass_g_mol": 425.71,
  "homo_energy_ev": [-4.59, -4.98],
  "total_charge": -1,
  "spin_multiplicity": 3
}

{
  "formula": "C7H14N2",
  "method": "ωB97M-V/def2-TZVPD",
  "symbols": ["C", "C", "C", "C", "N", "C", "N", "H", "H", "H", "H", "H", "H", "H", "H", "C", "C", "H", "H", "H", "H", "H", "H"],
  "coordinates": [[1.00, -1.80, -1.16], [2.19, -1.25, -0.40], [1.98, 0.14, 0.11], [1.47, 1.25, -0.49], [1.64, 2.25, 0.44], [2.06, 1.68, 1.58], [2.24, 0.40, 1.44], [0.09, -2.04, -0.62], [1.17, -2.81, -1.57], [0.66, -1.29, -2.06], [2.61, -1.98, 0.29], [3.01, -1.16, -1.13], [0.73, 1.31, -1.27], [1.45, 3.21, 0.19], [2.34, 2.10, 2.53], [-3.07, 0.74, 0.36], [-3.04, -0.78, 0.11], [-2.53, 1.02, 1.26], [-2.85, 1.32, -0.52], [-4.07, 1.05, 0.68], [-3.51, -1.09, -0.83], [-3.58, -1.22, 0.94], [-1.98, -1.06, 0.11]],
  "total_energy_ha": -384.597275,
  "e_above_lowest_kj_mol": 90.89,
  "molar_mass_g_mol": 126.20,
  "homo_energy_ev": -8.57
}

{
  "formula": "C2H7NO2",
  "method": "ωB97M-V/def2-TZVPD",
  "symbols": ["C", "C", "N", "O", "H", "H", "H", "H", "H", "O", "H", "H"],
  "coordinates": [[-1.39, 0.15, 1.28], [-1.08, -0.01, -0.18], [0.17, -0.01, -0.63], [-2.03, -0.22, -1.03], [-2.08, -0.68, 1.42], [-1.94, 1.04, 1.61], [-0.39, -0.02, 1.84], [1.03, 0.13, -0.05], [0.23, 0.13, -1.66], [3.24, -0.04, 0.22], [3.68, 0.75, -0.15], [3.41, 0.03, 1.25]],
  "total_energy_ha": -285.636524,
  "e_above_lowest_kj_mol": 92.63,
  "molar_mass_g_mol": 77.08,
  "homo_energy_ev": -9.27
}

{
  "formula": "CH8O4",
  "method": "ωB97M-V/def2-TZVPD",
  "symbols": ["C", "O", "H", "H", "O", "H", "H", "O", "H", "H", "O", "H", "H"],
  "coordinates": [[-0.52, 0.23, 1.84], [-1.49, 0.42, 1.14], [0.29, 0.95, 1.87], [-0.52, -0.68, 2.45], [1.85, -0.23, 1.10], [1.69, 0.12, 0.19], [2.80, -0.38, 1.17], [-1.51, -0.67, -1.68], [-1.68, 0.05, -1.06], [-1.87, -0.31, -2.49], [1.28, 0.24, -1.71], [1.09, 1.18, -1.70], [0.39, -0.16, -1.75]],
  "total_energy_ha": -343.829846,
  "e_above_lowest_kj_mol": 18.89,
  "molar_mass_g_mol": 84.07,
  "homo_energy_ev": -9.92
}

{
  "formula": "C24H72O17",
  "method": "ωB97M-V/def2-TZVPD",
  "symbols": ["O", "C", "C", "O", "H", "H", "H", "H", "H", "H", "O", "C", "C", "O", "H", "H", "H", "H", "H", "H", "O", "C", "C", "O", "H", "H", "H", "H", "H", "H", "O", "C", "C", "O", "H", "H", "H", "H", "H", "H", "O", "C", "C", "O", "H", "H", "H", "H", "H", "H", "C", "C", "O", "H", "H", "H", "H", "H", "H", "C", "C", "O", "H", "H", "H", "H", "H", "H", "C", "C", "O", "H", "H", "H", "H", "H", "H", "C", "C", "O", "H", "H", "H", "H", "H", "H", "C", "C", "O", "H", "H", "H", "H", "H", "H", "C", "C", "O", "H", "H", "H", "H", "H", "H", "C", "C", "O", "H", "H", "H", "H", "H", "H"],
  "coordinates": [[-2.22, 0.30, 4.73], [-1.44, 1.45, 5.00], [-0.15, 1.16, 5.75], [0.79, 0.61, 4.87], [-2.14, -0.44, 5.31], [-1.15, 1.96, 4.06], [-1.99, 2.17, 5.56], [-0.39, 0.42, 6.58], [0.32, 2.06, 6.22], [0.35, -0.20, 4.59], [2.96, -2.90, -0.10], [3.75, -1.82, 0.56], [3.01, -0.56, 0.42], [3.05, -0.26, -0.95], [3.04, -2.82, -1.07], [3.84, -2.11, 1.57], [4.78, -1.75, 0.09], [3.44, 0.30, 1.01], [2.00, -0.60, 0.78], [2.14, -0.30, -1.31], [-6.06, 3.07, 1.62], [-4.94, 2.14, 1.32], [-3.65, 2.81, 1.51], [-3.43, 3.64, 0.43], [-6.09, 3.66, 0.85], [-4.97, 1.31, 2.05], [-5.08, 1.79, 0.27], [-2.82, 2.14, 1.74], [-3.77, 3.42, 2.43], [-3.19, 4.49, 0.79], [0.88, -5.36, -0.19], [0.43, -4.84, -1.41], [-0.83, -3.93, -1.48], [-0.80, -2.80, -0.62], [1.70, -4.91, 0.03], [1.19, -4.24, -1.85], [0.29, -5.74, -2.06], [-1.69, -4.60, -1.36], [-0.81, -3.61, -2.51], [-0.81, -3.10, 0.30], [-0.83, -4.26, 1.67], [0.25, -4.06, 2.60], [0.44, -2.52, 2.69], [-0.30, -1.86, 3.63], [-0.56, -5.06, 1.14], [-0.02, -4.56, 3.54], [1.20, -4.39, 2.21], [0.32, -2.03, 1.74], [1.48, -2.31, 2.98], [-1.27, -2.06, 3.57], [5.54, 3.10, -3.69], [5.08, 2.36, -2.50], [4.55, 1.14, -2.96], [6.23, 2.52, -4.35], [6.01, 4.02, -3.42], [4.70, 3.33, -4.36], [4.33, 2.91, -1.87], [5.89, 2.16, -1.82], [4.23, 0.67, -2.17], [3.97, 4.63, 1.76], [4.56, 5.85, 1.01], [5.23, 5.54, -0.22], [3.13, 4.99, 2.35], [4.71, 4.18, 2.38], [3.52, 3.91, 1.03], [5.25, 6.38, 1.60], [3.78, 6.61, 0.84], [5.59, 6.31, -0.66], [0.60, -2.01, -4.28], [0.68, -1.01, -5.43], [1.04, -1.65, -6.59], [-0.26, -2.67, -4.17], [0.69, -1.37, -3.39], [1.52, -2.61, -4.23], [1.34, -0.20, -5.07], [-0.30, -0.50, -5.52], [1.39, -1.05, -7.27], [-4.20, -1.31, -1.74], [-4.11, -1.48, -3.23], [-2.76, -1.53, -3.74], [-3.77, -0.33, -1.36], [-3.68, -2.11, -1.22], [-5.24, -1.28, -1.41], [-4.65, -0.68, -3.76], [-4.57, -2.39, -3.57], [-2.23, -0.85, -3.36], [-5.49, -3.00, 3.51], [-4.31, -2.02, 3.46], [-3.12, -2.66, 3.81], [-5.53, -3.79, 2.76], [-6.38, -2.31, 3.53], [-5.49, -3.49, 4.49], [-4.51, -1.30, 4.25], [-4.25, -1.56, 2.42], [-2.94, -3.31, 3.14], [-0.02, 2.69, -3.36], [1.33, 2.39, -2.84], [2.05, 1.64, -3.86], [0.15, 3.43, -4.12], [-0.73, 3.07, -2.65], [-0.52, 1.88, -3.90], [1.31, 1.74, -1.96], [1.89, 3.32, -2.66], [2.99, 1.48, -3.57], [-0.23, 1.59, 0.88], [-0.94, 0.58, -0.04], [0.06, -0.30, -0.50], [0.22, 0.95, 1.65], [-0.75, 2.40, 1.41], [0.59, 1.99, 0.28], [-1.31, 1.15, -0.91], [-1.80, 0.11, 0.45], [-0.35, -1.17, -0.59]],
  "total_energy_ha": -2236.495547,
  "e_above_lowest_kj_mol": 113.69,
  "molar_mass_g_mol": 632.82,
  "homo_energy_ev": -9.37
}

{
  "formula": "C5H14N2O2Si2",
  "method": "ωB97M-V/def2-TZVPD",
  "symbols": ["C", "C", "Si", "N", "C", "O", "C", "Si", "C", "N", "O", "H", "H", "H", "H", "H", "H", "H", "H", "H", "H", "H", "H", "H", "H"],
  "coordinates": [[1.14, -0.17, 1.61], [1.52, -0.11, 0.14], [2.28, 1.64, -0.55], [0.06, -0.44, -0.89], [-0.87, -1.15, -0.36], [-0.66, -2.04, 0.44], [-2.26, -1.00, -0.98], [-2.99, 0.56, -0.07], [2.53, -1.20, -0.21], [2.10, -2.50, -0.20], [3.65, -0.83, -0.40], [0.80, -1.16, 1.90], [2.14, 0.05, 2.14], [0.42, 0.64, 1.99], [2.24, 1.88, -2.07], [1.43, 2.71, 0.28], [3.51, 1.69, 0.12], [-0.09, 0.36, -1.51], [-2.50, -0.97, -2.07], [-2.74, -1.86, -0.55], [-2.03, 1.52, -0.33], [-3.31, 0.44, 1.27], [-4.50, 0.56, -0.40], [1.25, -2.91, 0.09], [2.81, -3.18, -0.43]],
  "total_energy_ha": -1037.802989,
  "e_above_lowest_kj_mol": 197.03,
  "molar_mass_g_mol": 190.35,
  "homo_energy_ev": -9.62
}

{
  "formula": "H34O17",
  "method": "ωB97M-V/def2-TZVPD",
  "symbols": ["O", "H", "H", "O", "H", "H", "O", "H", "H", "O", "H", "H", "O", "H", "H", "O", "H", "H", "O", "H", "H", "O", "H", "H", "O", "H", "H", "O", "H", "H", "O", "H", "H", "O", "H", "H", "O", "H", "H", "O", "H", "H", "O", "H", "H", "O", "H", "H", "O", "H", "H"],
  "coordinates": [[1.89, -5.41, -2.12], [1.04, -5.67, -1.79], [2.04, -4.48, -1.95], [0.84, -3.61, 2.29], [1.05, -4.26, 2.97], [1.66, -3.58, 1.75], [0.44, -1.22, -1.33], [1.28, -1.67, -1.36], [-0.36, -1.66, -0.96], [-0.85, 5.49, 1.43], [-1.76, 5.16, 1.44], [-0.83, 5.73, 0.50], [-1.43, -1.88, 0.25], [-1.49, -2.70, 0.76], [-1.20, -1.12, 0.79], [-1.97, -3.04, 2.65], [-1.05, -3.33, 2.62], [-2.38, -2.57, 1.97], [2.94, -1.07, 0.13], [2.17, -0.74, 0.63], [3.57, -1.02, 0.86], [3.57, 1.16, -2.69], [3.48, 0.73, -1.83], [3.49, 0.47, -3.34], [-1.54, -0.26, -3.23], [-1.31, -0.29, -2.30], [-2.15, 0.46, -3.40], [3.06, 3.40, 0.12], [2.11, 3.34, 0.10], [3.62, 3.07, -0.58], [-4.43, -0.50, -1.17], [-3.55, -0.15, -1.23], [-4.50, -1.18, -0.49], [0.67, 2.81, -2.53], [0.13, 2.05, -2.31], [1.52, 2.39, -2.66], [1.69, -3.40, -0.11], [1.67, -2.45, -0.35], [2.60, -3.67, 0.09], [0.99, 0.80, 1.47], [0.44, 0.78, 0.65], [0.48, 1.45, 1.96], [-4.06, 1.61, 0.66], [-4.41, 1.17, -0.12], [-4.88, 1.63, 1.17], [-0.01, 3.20, 3.10], [-0.92, 3.53, 3.14], [0.26, 4.06, 2.73], [-1.09, 1.80, 0.56], [-0.81, 2.50, 1.14], [-1.71, 2.11, -0.09]],
  "total_energy_ha": -1299.382818,
  "e_above_lowest_kj_mol": 386.32,
  "molar_mass_g_mol": 306.25,
  "homo_energy_ev": -10.95
}

{
  "formula": "C4H9NS",
  "method": "ωB97M-V/def2-TZVPD",
  "symbols": ["C", "C", "C", "N", "C", "S", "H", "H", "H", "H", "H", "H", "H", "H", "H"],
  "coordinates": [[2.39, -0.87, -0.06], [1.01, -0.26, -0.43], [0.48, 0.89, 0.39], [-0.03, 2.04, -0.22], [-0.16, -0.42, 0.53], [-1.85, -0.64, -0.03], [2.64, -1.82, -0.61], [2.50, -1.08, 1.02], [3.26, -0.25, -0.39], [0.88, -0.05, -1.53], [1.11, 1.19, 1.22], [-0.68, 1.85, -0.97], [-0.61, 2.58, 0.40], [-0.01, -1.03, 1.41], [-1.57, -1.45, -1.08]],
  "total_energy_ha": -610.702096,
  "e_above_lowest_kj_mol": 135.47,
  "molar_mass_g_mol": 103.19,
  "homo_energy_ev": -8.86
}

{
  "formula": "C7H35NO11",
  "method": "ωB97M-V/def2-TZVPD",
  "symbols": ["C", "C", "C", "N", "C", "C", "C", "C", "H", "H", "H", "H", "H", "H", "H", "H", "H", "H", "H", "H", "H", "O", "H", "H", "O", "H", "H", "O", "H", "H", "O", "H", "H", "O", "H", "H", "O", "H", "H", "O", "H", "H", "O", "H", "H", "O", "H", "H", "O", "H", "H", "O", "H", "H"],
  "coordinates": [[1.37, 0.15, 1.12], [0.35, 0.89, 1.53], [-0.98, 0.87, 0.86], [-1.17, 1.98, 0.02], [-1.90, -0.10, 1.03], [-1.68, -1.19, 2.03], [-3.32, 0.19, 0.55], [-4.40, -0.38, 1.43], [1.24, -0.54, 0.31], [2.31, 0.10, 1.65], [0.54, 1.50, 2.40], [-1.65, 1.84, -0.85], [-0.27, 2.37, -0.20], [-0.63, -1.39, 2.09], [-2.15, -2.15, 1.77], [-2.10, -1.10, 3.03], [-3.44, -0.07, -0.51], [-3.45, 1.28, 0.46], [-5.39, -0.20, 1.04], [-4.38, -1.47, 1.42], [-4.46, -0.11, 2.48], [-2.12, 0.15, 4.99], [-2.59, 0.66, 4.33], [-2.81, -0.35, 5.45], [1.20, -3.47, 1.29], [0.52, -3.00, 0.81], [2.03, -3.00, 1.18], [4.89, 2.28, 0.05], [5.35, 2.76, 0.75], [5.56, 2.24, -0.65], [5.47, -0.64, -0.47], [5.44, -1.36, 0.17], [5.20, 0.17, 0.00], [1.10, 2.07, -2.14], [1.14, 1.41, -2.83], [1.96, 2.09, -1.72], [1.24, -1.66, -3.14], [0.46, -1.76, -2.56], [1.93, -1.91, -2.52], [3.19, -2.44, -0.97], [3.69, -1.69, -1.32], [3.88, -3.11, -0.88], [-1.96, 4.32, 1.50], [-1.02, 4.13, 1.53], [-2.31, 3.79, 0.80], [0.55, -0.04, -5.24], [1.18, 0.67, -5.32], [0.81, -0.53, -4.43], [-0.63, -1.83, -1.09], [-1.48, -2.27, -1.00], [-0.79, -0.88, -1.09], [-1.82, 0.34, -2.64], [-2.54, 0.46, -3.27], [-1.15, -0.07, -3.20]],
  "total_energy_ha": -1170.058488,
  "e_above_lowest_kj_mol": 21.41,
  "molar_mass_g_mol": 309.35,
  "homo_energy_ev": -7.79
}